No. 1
Entry from OMol25: CH4ClN3S as an isolated structure (ωB97M-V with the def2-TZVPD basis set).

Each line ends with the Löwdin charge.
Geometry (Å):
C  -1.80000  -0.49241  -1.17152  -0.6693
N  0.03151  0.43346  -0.12551  -0.0503
N  -0.89706  -0.49634  -0.21623  -0.3422
N  1.28712  -1.29532  1.39026  -0.4958
S  -0.12402  -2.18179  1.22616  0.6933
Cl  -2.86672  -1.78384  -1.19237  0.6313
H  -1.65421  0.08958  -2.10346  0.0862
H  1.61018  -0.88801  2.33192  0.0410
H  0.79093  -0.08655  0.50204  0.0020
H  0.51027  0.78994  -0.97099  0.1038

As for the expectation value of S²: 2.0116. Its HOMO energy (spin up / spin down) is -7.468 / -8.752 eV. The relative energy (zero: lowest compared OMol25 entry of this formula, charge and spin) is 17.1 kcal per mole. As for the multiplicity: 3. As for the net charge: 0. The calculation puts the total energy at -28925.0263 eV. For the HOMO-LUMO gap (spin up / spin down), the calculation gives 8.30 / 7.15 eV.

No. 2
Entry from OMol25: the molecule CH4F2NP (ωB97M-V with the def2-TZVPD basis set).

Each line ends with the Löwdin charge.
Geometry (Å):
C  -0.31960  -0.94504  0.12272  -0.2745
N  -0.63929  0.40013  0.62208  -0.2847
P  0.47426  1.77173  -0.12460  0.8372
F  1.78463  1.42206  0.62961  -0.2732
F  1.07275  0.90094  -1.34378  -0.3162
H  -1.05559  -1.67128  0.61128  0.0753
H  -0.45622  -1.15133  -1.05952  0.1047
H  0.66100  -1.37229  0.48450  0.0744
H  -1.52195  0.64508  0.05771  0.0570

Its HOMO energy is -9.824 eV. The relative energy (zero: lowest compared OMol25 entry of this formula, charge and spin) is 14.5 kcal per mole. As for the net charge: 0. The calculation puts the total energy at -17316.6970 eV. For the HOMO-LUMO gap, the calculation gives 10.66 eV.

No. 3
Entry from OMol25: a 2-piece molecular cluster, CH4F2OSi overall (ωB97M-V with the def2-TZVPD basis set).

Each line ends with the Löwdin charge.
Geometry (Å):
C  1.13086  1.57146  -0.48954  -0.1702
O  -0.00933  0.75045  -0.50533  -0.1322
F  -2.59831  -3.30358  0.21918  -0.3008
F  -1.15972  -1.48964  0.87567  -0.3036
Si  -1.57971  -2.93523  1.42498  0.6578
H  1.44238  1.36514  -1.50696  0.0744
H  1.90141  1.35457  0.22660  0.0691
H  0.91417  2.64057  -0.39220  0.0748
H  -0.04175  0.04626  0.14761  0.0307

Its HOMO energy is -9.911 eV. The relative energy (zero: lowest compared OMol25 entry of this formula, charge and spin) is 49.0 kcal per mole. As for the net charge: 0. The calculation puts the total energy at -16463.6974 eV. For the HOMO-LUMO gap, the calculation gives 9.47 eV.

no.,largest force on an atom (eV Å⁻¹)
1,4.73
2,4.21
3,1.46